# 1
{
  "formula": "C11H18N2",
  "method": "wB97M-V/def2-TZVPD",
  "smiles": "CCCCCCn1ccc(=N)cc1",
  "charge": 0,
  "e_above_lowest_kcal_mol": 78.43,
  "total_energy_ev": -14675.2404,
  "molar_mass_g_mol": 178.28,
  "e_homo_ev": -7.62,
  "species": ["C", "C", "C", "C", "C", "C", "C", "C", "C", "C", "C", "H", "H", "H", "H", "H", "H", "H", "H", "H", "H", "H", "H", "H", "H", "H", "H", "H", "H", "N", "N"],
  "positions_angstrom": [[0.06838, 2.82567, -0.02532], [1.24072, 1.84112, 0.38102], [1.28881, 0.69804, -0.79346], [2.41481, -0.32411, -0.72472], [2.23103, -1.30536, 0.40036], [0.90641, -2.20430, 0.44382], [-1.16250, -1.60882, -0.88543], [-2.42769, -1.00862, -1.02149], [-3.10385, -0.22701, -0.11756], [-2.31413, -0.15601, 1.11167], [-0.98439, -0.55637, 1.19120], [-0.25600, 3.66205, 0.67740], [0.52062, 3.41851, -0.96806], [-0.81745, 2.20932, -0.21502], [1.01782, 1.30997, 1.34696], [2.24418, 2.37863, 0.47134], [1.77421, 1.38175, -1.47888], [0.30407, 0.19156, -0.92537], [2.36889, -0.92039, -1.58858], [3.53057, 0.11922, -0.83574], [2.15865, -0.69048, 1.27735], [3.05580, -1.91206, 0.45691], [1.01645, -3.09165, -0.26698], [0.95377, -2.72111, 1.45556], [-0.60669, -2.12718, -1.67680], [-2.74133, -0.82919, -2.08448], [-4.55018, 0.82398, 0.46383], [-3.03973, 0.34483, 1.92956], [-0.38940, -0.43686, 2.12126], [-0.49070, -1.52264, 0.25186], [-4.21117, 0.43752, -0.37222]],
  "lowdin_charge": [-0.124, -0.242, -0.197, -0.238, -0.190, -0.063, -0.110, -0.054, -0.486, -0.012, -0.056, 0.074, 0.110, 0.044, 0.071, 0.115, 0.092, 0.094, 0.079, 0.165, 0.087, 0.077, 0.130, 0.124, 0.134, 0.124, -0.013, 0.154, 0.127, -0.114, 0.097]
}

# 2
{
  "formula": "C3H7NO2S",
  "method": "wB97M-V/def2-TZVPD",
  "smiles": "N[C@@H](CS)C(=O)O",
  "charge": 0,
  "e_above_lowest_kcal_mol": 19.56,
  "total_energy_ev": -19644.7561,
  "molar_mass_g_mol": 121.16,
  "e_homo_ev": -9.53,
  "species": ["C", "C", "C", "H", "H", "H", "H", "H", "H", "H", "N", "O", "O", "S"],
  "positions_angstrom": [[-0.06993, 0.14094, 0.52805], [-1.49581, 0.45262, -0.03124], [1.15641, 0.78573, -0.19005], [0.51747, -1.53276, 1.61355], [0.66077, -1.74376, 0.10605], [-0.09419, 0.54052, 1.57345], [2.02402, 0.44986, 0.37823], [1.05861, 1.82307, -0.17212], [0.18637, 0.53041, -2.27630], [-1.54683, -1.30682, 0.08963], [0.11139, -1.31278, 0.73637], [-1.80022, 1.57946, -0.19668], [-2.18406, -0.70958, -0.28061], [1.47600, 0.30310, -1.87832]],
  "lowdin_charge": [-0.309, -0.496, -0.536, 0.085, 0.025, 0.162, 0.074, 0.045, -0.109, 0.037, 0.051, 0.136, 0.107, 0.729]
}

# 3
{
  "formula": "C5H33N2O11",
  "method": "wB97M-V/def2-TZVPD",
  "charge": -1,
  "e_above_lowest_kcal_mol": 116.67,
  "total_energy_ev": -31221.8731,
  "molar_mass_g_mol": 297.32,
  "e_homo_ev": -5.94,
  "species": ["C", "N", "C", "C", "C", "O", "C", "N", "H", "H", "H", "H", "H", "H", "H", "H", "H", "H", "H", "H", "H", "H", "H", "O", "H", "H", "O", "H", "H", "O", "H", "H", "O", "H", "H", "O", "H", "H", "O", "H", "H", "O", "H", "H", "O", "H", "H", "O", "H", "H", "O"],
  "positions_angstrom": [[0.99938, 1.48644, 0.81742], [0.15787, 0.26553, 0.80853], [-0.75515, 0.07311, -0.37704], [-0.96617, -1.47719, -0.51406], [-0.51866, -1.90010, -1.88118], [0.86205, -1.78741, -2.05245], [1.83363, 1.77374, -0.41289], [1.45972, 2.64902, -1.48673], [1.62864, 1.30349, 1.77453], [0.36939, 2.38987, 1.17385], [0.59947, -0.59590, 1.10783], [-0.35741, 0.46609, -1.34929], [-1.76196, 0.51587, -0.07198], [-2.06874, -1.62204, -0.44526], [-0.25853, -2.02069, 0.22515], [-0.80496, -2.96612, -2.12464], [-0.83298, -1.21866, -2.67771], [2.72078, 2.32385, -0.01500], [2.08222, 0.73330, -0.88225], [0.67722, 3.23857, -1.13772], [0.95019, 2.07279, -2.25052], [-2.65128, -0.35352, 2.10692], [-1.83805, -1.61372, 2.27876], [-2.76092, -1.29365, 2.00808], [-0.90193, 3.46400, -2.20681], [-1.94693, 2.25301, -1.95639], [-1.45348, 2.68320, -2.60357], [-1.03700, 3.25199, 0.56031], [-2.42974, 3.38974, 0.22114], [-1.60562, 3.94423, 0.21081], [2.62679, -0.30414, 1.38298], [3.14008, -1.61123, 1.12118], [3.25958, -0.86628, 1.89161], [1.41834, -3.47279, 0.56165], [0.27679, -4.45800, 0.45134], [1.03820, -4.36475, 0.90917], [1.45002, -1.49760, 3.22633], [0.70488, -2.64592, 2.86012], [0.52499, -1.82859, 3.08570], [1.23524, -0.03091, -2.91008], [0.90726, -0.88445, -4.08372], [1.04860, 0.01729, -3.82054], [-3.44193, 0.90302, -1.37732], [-3.50350, 0.21682, 0.00408], [-3.61166, 1.07719, -0.38502], [-0.78172, 1.36147, 2.73966], [-1.29950, 1.83163, 4.04814], [-1.54778, 1.92567, 3.08628], [3.27873, -2.38162, -0.30442], [1.42263, -2.06104, -1.18286], [2.46291, -2.35462, -0.15211]],
  "lowdin_charge": [-0.239, -0.073, -0.175, -0.162, -0.327, -0.178, -0.309, -0.016, 0.130, 0.101, 0.047, 0.097, 0.074, 0.102, 0.119, 0.122, 0.103, 0.110, 0.147, 0.043, 0.075, -0.003, 0.065, -0.075, 0.084, -0.057, -0.071, -0.023, 0.055, -0.070, -0.024, 0.047, -0.176, 0.014, -0.057, -0.079, 0.062, -0.072, -0.011, -0.038, 0.022, -0.054, 0.100, 0.001, -0.081, 0.033, 0.062, -0.107, -0.142, 0.051, -0.243]
}

# 4
{
  "formula": "C29H47BCl2LaN3O6Si",
  "method": "wB97M-V/def2-TZVPD",
  "charge": 0,
  "total_energy_ev": -82055.3026,
  "molar_mass_g_mol": 782.42,
  "e_homo_ev": -4.08,
  "species": ["C", "C", "H", "H", "H", "C", "C", "H", "H", "H", "H", "La", "Cl", "C", "O", "N", "C", "C", "H", "H", "H", "H", "H", "H", "H", "H", "H", "C", "C", "N", "H", "C", "O", "H", "H", "H", "H", "H", "H", "C", "C", "N", "H", "C", "O", "H", "H", "H", "H", "O", "C", "C", "C", "H", "C", "H", "C", "H", "C", "C", "H", "H", "H", "Si", "Cl", "C", "C", "C", "H", "H", "H", "H", "H", "H", "H", "H", "H", "O", "B", "O", "C", "C", "C", "C", "C", "C", "H", "H", "H", "H"],
  "positions_angstrom": [[1.89411, 0.63649, -7.61550], [3.34472, 0.97353, -7.77099], [1.26564, 1.34860, -8.16506], [1.60637, 0.64460, -6.55634], [1.68522, -0.36916, -8.01365], [3.84177, 1.58608, -8.86081], [3.03081, 2.02671, -10.03309], [4.91728, 1.73611, -8.96870], [2.13336, 2.59175, -9.73879], [2.71566, 1.17756, -10.66007], [3.65030, 2.67951, -10.66251], [0.78893, 0.09614, -1.26449], [1.76239, -2.00609, -2.63971], [3.71162, -0.98503, -0.16518], [2.75019, -0.16706, 0.02038], [4.96990, -0.63709, 0.02124], [5.33213, 0.71060, 0.46856], [6.03778, -1.52281, -0.42788], [3.51516, -2.00397, -0.52892], [4.62290, 1.07592, 1.22078], [5.38787, 1.42511, -0.36935], [6.33020, 0.63658, 0.90680], [5.64519, -2.54594, -0.43768], [6.87465, -1.43424, 0.26822], [6.38440, -1.25406, -1.43740], [0.61178, -0.31828, 4.59772], [-1.53415, -0.75953, 5.27013], [0.20746, 0.40119, 3.87673], [-2.04790, -0.54048, 4.33201], [-1.06374, -0.09507, 3.33727], [0.91446, 0.57618, 3.05970], [-1.32219, -0.20147, 2.05169], [-0.22579, -0.24635, 1.16080], [-2.54703, -1.45281, 3.97571], [-2.31393, 0.00839, 1.64073], [0.02316, 1.34471, 4.40630], [-2.79995, 0.23860, 4.51131], [-3.32215, 3.12775, -3.05799], [-0.36032, 2.46273, -3.95354], [-2.73519, 3.90208, -2.54633], [-0.51125, 3.49783, -3.61114], [-1.33626, 3.52613, -2.41208], [-3.14244, 4.07654, -1.54680], [-0.91421, 3.06212, -1.24616], [0.14666, 2.38134, -1.08907], [0.45658, 3.97141, -3.43055], [-1.56300, 3.25874, -0.38395], [-2.79158, 4.82164, -3.13244], [-1.06355, 4.03790, -4.38024], [3.61610, 1.27239, -5.43955], [4.20395, 0.61893, -6.56851], [6.19580, 2.20199, -6.91631], [5.68959, 0.90076, -6.80046], [5.52528, 3.05154, -6.77608], [7.54411, 2.39847, -7.26018], [4.07889, -0.46165, -6.38843], [6.53618, -0.19327, -7.02237], [7.94258, 3.41521, -7.30899], [8.36347, 1.29943, -7.53394], [7.85974, 0.00346, -7.40971], [6.11931, -1.20083, -6.91490], [9.40920, 1.44960, -7.82297], [8.50083, -0.86483, -7.60612], [4.20170, 1.76331, -3.95885], [-0.84577, 0.27694, -3.48425], [4.76746, 3.54386, -4.05844], [5.65359, 0.69282, -3.44923], [2.75153, 1.57565, -2.83136], [5.68829, 3.67075, -4.64919], [4.96006, 3.91309, -3.03796], [3.97238, 4.16158, -4.50444], [1.89668, 2.15398, -3.20920], [3.01551, 1.90956, -1.81386], [2.55135, 0.48023, -2.89048], [6.42551, 0.64279, -4.23531], [5.31828, -0.33164, -3.22847], [6.12128, 1.12282, -2.54940], [-1.46230, -2.30648, 0.67234], [-0.50832, -1.61944, 1.43139], [0.12913, -2.41609, 2.38836], [-0.66810, -3.54499, 2.41744], [-0.88930, -4.37323, 3.50972], [-2.06183, -5.14410, 3.51186], [-2.99906, -5.04687, 2.48778], [-2.77212, -4.21664, 1.38688], [-1.60604, -3.48985, 1.36010], [-0.20140, -4.37735, 4.35366], [-2.26981, -5.79801, 4.36245], [-3.92516, -5.60584, 2.56344], [-3.50038, -4.08863, 0.59472]],
  "lowdin_charge": [-0.033, -0.229, 0.075, 0.079, 0.098, -0.104, -0.101, 0.101, 0.073, 0.086, 0.071, 1.649, -0.210, -0.284, -0.257, -0.155, -0.008, -0.022, 0.109, 0.103, 0.085, 0.092, 0.103, 0.094, 0.082, 0.080, 0.076, -0.058, -0.046, -0.252, 0.080, -0.278, -0.093, 0.088, 0.129, 0.068, 0.072, 0.107, -0.027, -0.028, -0.068, -0.166, 0.093, -0.261, -0.263, 0.095, 0.154, 0.092, 0.094, -0.170, -0.272, -0.064, -0.214, 0.117, -0.071, 0.154, -0.038, 0.105, -0.092, -0.081, 0.121, 0.104, 0.107, 0.404, -0.206, -0.153, -0.132, -0.225, 0.024, 0.035, 0.042, 0.021, 0.045, -0.060, 0.039, 0.036, 0.027, 0.147, -0.961, 0.183, -0.167, -0.010, -0.110, -0.105, -0.007, -0.179, 0.113, 0.096, 0.095, 0.117]
}

# 5
{
  "formula": "C2H14N2O3",
  "method": "wB97M-V/def2-TZVPD",
  "smiles": "NCCN.O.O.O",
  "charge": 0,
  "e_above_lowest_kcal_mol": 21.81,
  "total_energy_ev": -11423.4811,
  "molar_mass_g_mol": 114.14,
  "e_homo_ev": -9.09,
  "species": ["N", "C", "C", "N", "H", "H", "H", "H", "H", "H", "H", "H", "H", "H", "O", "H", "H", "O", "H", "H", "O"],
  "positions_angstrom": [[-1.52136, -1.90692, 0.00764], [-0.68215, -1.09330, 0.86010], [0.68728, -0.84771, 0.22288], [1.11985, 0.52679, 0.35370], [-1.05646, -2.69531, -0.41979], [-2.31161, -2.29153, 0.50287], [-0.54729, -1.52236, 1.85966], [-1.05421, -0.09649, 1.12134], [1.46992, -1.51405, 0.59883], [0.65871, -1.18500, -0.83484], [2.08086, 0.61811, 0.08364], [0.58768, 1.17666, -0.20638], [3.39660, 0.74682, 2.64979], [3.13230, 2.23881, 2.65088], [2.77313, 1.41235, 2.95777], [-0.97727, 1.74796, -2.13040], [0.33848, 2.02344, -2.78513], [-0.47902, 2.46154, -2.56265], [-2.28648, -0.46015, -1.08753], [-3.09904, 0.50987, -1.98187], [-2.22991, 0.15048, -1.86050]],
  "lowdin_charge": [-0.023, -0.279, -0.296, 0.002, 0.083, 0.079, 0.104, 0.110, 0.107, 0.106, 0.058, 0.055, 0.028, 0.022, -0.060, -0.013, 0.019, -0.070, 0.011, 0.032, -0.073]
}

# 6
{
  "formula": "C4H8Cl2",
  "method": "wB97M-V/def2-TZVPD",
  "smiles": "CC[C@@H](Cl)CCl",
  "charge": 0,
  "e_above_lowest_kcal_mol": 19.48,
  "total_energy_ev": -29322.2696,
  "molar_mass_g_mol": 127.01,
  "e_homo_ev": -10.88,
  "species": ["C", "C", "C", "C", "H", "H", "H", "H", "H", "H", "H", "H", "Cl", "Cl"],
  "positions_angstrom": [[1.58334, 1.14456, -0.20487], [0.21764, 0.67585, 0.18635], [-0.24745, -0.70663, -0.30018], [-1.45955, -1.15326, 0.38177], [1.81014, 2.16941, -0.05731], [1.67168, 0.89543, -1.22704], [2.38096, 0.55357, 0.19924], [0.23322, 0.77875, 1.25603], [-0.60578, 1.33013, -0.02318], [-0.53720, -0.56333, -1.36765], [-1.31346, -0.82532, 1.39048], [-1.71069, -2.18405, 0.18542], [1.00991, -1.84421, -0.16201], [-3.03274, -0.27091, -0.25704]],
  "lowdin_charge": [-0.125, -0.304, -0.883, -0.509, 0.070, 0.059, 0.055, 0.105, 0.095, 0.114, 0.071, 0.063, 0.731, 0.457]
}

> Number 6 is which compound?

C4H8Cl2